(1)
16
Properties=species:S:1:pos:R:3:forces:R:3 method="wB97M-V/def2-TZVPD" charge=+1 orbital_gap_ev=11.198 lumo_ev=-3.66 e_above_lowest_kcal_mol=9.2
O 1.6520 -1.2277 -1.6360 0.25 0.76 0.03
C 0.8840 -1.2374 -0.7354 -0.21 -1.16 0.17
O 0.0508 -2.3010 -0.5021 -0.31 0.86 0.14
C 0.5628 -0.0897 0.2416 -0.58 -0.80 -0.51
C -0.0185 0.9818 -0.6604 1.90 1.34 -0.83
C -0.6487 2.1521 0.0495 -0.84 -1.45 0.65
O -1.0906 1.9825 1.1663 0.35 0.42 -0.05
N -0.4206 -0.6357 1.2590 1.25 0.54 1.12
H -0.1278 -2.7291 -1.3491 0.36 -0.49 -0.09
H 1.4314 0.2744 0.8127 -0.32 -0.19 -0.32
H 0.8839 1.3309 -1.2109 -0.24 0.21 0.42
H -0.5440 0.6502 -1.5544 -0.83 -0.35 0.37
H -0.7949 3.0832 -0.4728 0.12 0.60 -0.38
H 0.0859 -1.3843 1.7500 -0.71 -0.20 -0.19
H -0.5934 0.1021 1.9562 -0.29 0.13 -0.35
H -1.3121 -0.9524 0.8856 0.09 -0.22 -0.17

***

(2)
18
Properties=species:S:1:pos:R:3:forces:R:3 method="wB97M-V/def2-TZVPD" charge=-1 orbital_gap_ev=6.381 lumo_ev=3.69 e_above_lowest_kcal_mol=88.0
N 0.5206 -2.9757 1.6102 1.69 -0.32 0.14
C 1.0255 -2.1075 0.8016 1.23 0.12 1.28
C -1.5449 2.4699 0.3683 -0.10 0.15 0.16
S -0.2414 3.0771 -0.7517 0.07 0.06 0.08
C 0.5242 -0.7355 0.5631 0.15 -2.00 -1.03
N 1.0886 0.0219 -0.5205 -0.20 0.36 0.47
C 0.2828 -0.1601 -1.7413 0.28 -0.14 0.25
H 0.8084 -2.8790 2.5768 -1.13 0.21 0.20
H -1.1479 1.8422 1.1695 0.05 -0.13 0.02
H 1.8668 -2.3802 0.1334 -0.69 -0.12 -0.81
H -2.3196 1.8969 -0.1453 0.00 -0.13 -0.12
H -2.0639 3.2893 0.8732 0.01 0.10 -0.03
H 0.1284 -0.2496 1.4559 -0.42 0.01 -0.34
H -0.1912 -1.4876 0.0342 -1.08 1.54 0.35
H 1.0112 1.0178 -0.2661 0.03 -0.02 -0.42
H 0.3957 -1.1951 -2.0870 0.06 0.10 -0.05
H 0.6404 0.5211 -2.5017 0.00 0.10 -0.14
H -0.7837 0.0341 -1.5726 0.06 0.11 -0.01

***

(3)
71
Properties=species:S:1:pos:R:3:forces:R:3 method="wB97M-V/def2-TZVPD" orbital_gap_ev="6.578 / 6.613" lumo_ev="-0.45 / -0.42" s2=3.8750 multiplicity=4
Mn 0.7815 -0.2938 0.2904 -0.18 -0.11 -0.30
Cl -0.8992 1.1294 -0.1355 0.32 -0.04 0.01
Cl 1.9903 -0.2803 -1.5140 0.77 0.01 -0.55
H -0.2910 -1.4528 0.7328 0.46 1.23 0.54
H -0.1443 -0.6354 1.3676 -1.92 -1.31 0.67
P -2.9967 1.7600 -3.7141 1.68 -0.67 1.05
C -3.9065 3.2039 -3.0971 -0.64 1.29 0.20
C -2.3659 2.2587 -5.3569 -0.46 0.44 -0.99
C -4.3383 0.5837 -4.0111 -1.10 -0.85 -0.61
C -3.0391 3.9921 -2.0771 -0.14 0.04 0.09
H -4.7677 2.7809 -2.5321 0.49 0.15 -0.26
C -4.4942 4.1801 -4.1485 -0.26 0.31 0.37
H -3.7024 4.7194 -4.7040 -0.42 -0.29 0.28
H -5.1010 4.9360 -3.6015 0.34 -0.30 -0.43
H -5.1640 3.6872 -4.8733 0.37 0.24 0.29
H -2.6563 3.3225 -1.2894 -0.11 0.25 -0.33
H -3.6424 4.7891 -1.5971 0.26 -0.33 -0.23
H -2.1685 4.4767 -2.5585 -0.39 -0.27 0.16
H -4.9865 0.6716 -3.1099 0.46 -0.06 -0.37
C -3.8110 -0.8790 -4.0500 -0.12 -0.01 0.10
C -5.2518 0.8601 -5.2307 -0.37 -0.49 0.10
H -5.7730 1.8306 -5.1604 0.29 -0.46 -0.05
H -6.0330 0.0670 -5.2438 0.36 0.48 -0.20
H -4.7012 0.8132 -6.1902 -0.28 0.05 0.49
H -3.1912 -1.0933 -3.1631 -0.18 0.13 -0.36
H -3.2017 -1.0801 -4.9502 -0.27 0.14 0.42
H -4.6556 -1.5961 -4.0496 0.32 0.35 -0.06
C -1.2605 3.3371 -5.2324 0.26 -0.14 -0.03
H -3.2523 2.6885 -5.8754 0.67 -0.11 -0.14
C -1.8179 1.0680 -6.1811 0.29 0.00 -0.01
H -1.5891 4.2749 -4.7576 0.00 -0.43 -0.10
H -0.8768 3.6025 -6.2368 -0.21 -0.15 0.39
H -0.4024 2.9462 -4.6473 -0.47 0.16 -0.24
H -1.0395 0.5240 -5.6076 -0.39 0.25 -0.24
H -1.3389 1.4419 -7.1090 -0.22 -0.11 0.45
H -2.5833 0.3390 -6.4936 0.22 0.35 0.25
O 1.7806 -0.8071 1.9354 1.75 -0.81 0.37
As 2.6154 -1.5446 3.2401 -2.09 1.64 -2.87
C 1.8814 -3.3163 3.3198 -0.51 -0.47 0.57
C 2.0964 -4.2375 2.2869 0.10 -0.42 0.24
C 1.6058 -5.5547 2.4117 -0.02 0.72 0.25
C 0.8408 -5.9020 3.5410 0.28 0.29 -0.17
C 0.5499 -4.9539 4.5278 0.12 0.44 -0.16
C 1.0533 -3.6460 4.4013 0.30 -0.54 -0.22
C 4.5002 -1.5299 2.9883 1.47 0.41 0.13
C 5.0947 -2.1808 1.8993 0.47 -0.16 -0.13
C 6.4990 -2.1709 1.7198 -0.47 0.39 0.58
C 7.2995 -1.4378 2.6311 -0.46 -0.30 -0.16
C 6.7142 -0.7272 3.6942 -0.39 -0.26 -0.21
C 5.3128 -0.7779 3.8566 0.34 -0.17 -0.24
C 2.0208 -0.2874 4.5447 0.18 0.04 1.55
C 2.3451 -0.5476 5.8809 -0.22 0.58 0.34
C 1.9565 0.3448 6.8974 0.08 -0.24 -0.44
C 1.2301 1.4962 6.5586 0.14 -0.26 -0.10
C 0.8949 1.7631 5.2256 0.32 -0.61 -0.17
C 1.2945 0.8708 4.2147 -0.02 -0.07 0.11
H 2.6445 -3.9153 1.4001 -0.10 -0.33 0.21
H 1.8333 -6.2972 1.6369 -0.22 0.40 0.34
H 0.4667 -6.9191 3.6403 0.08 0.21 -0.01
H -0.0558 -5.2130 5.4064 0.25 0.08 -0.53
H 0.8224 -2.8715 5.1247 -0.03 -0.23 0.16
H 4.4412 -2.6657 1.1747 0.37 -0.04 0.07
H 6.9605 -2.7324 0.8847 -0.40 0.53 0.61
H 8.3877 -1.4322 2.5011 -0.47 0.03 0.06
H 7.3430 -0.1498 4.4023 -0.57 -0.43 -0.62
H 4.8273 -0.2095 4.6387 0.17 0.02 0.18
H 2.9122 -1.4480 6.1179 -0.10 0.19 0.16
H 2.2350 0.1162 7.9331 -0.22 0.23 -0.44
H 0.9177 2.1919 7.3356 0.09 -0.17 -0.13
H 0.3173 2.6549 4.9581 0.29 -0.40 0.13
H 1.0326 1.0638 3.1787 0.07 -0.05 0.16

***

(4)
21
Properties=species:S:1:pos:R:3:forces:R:3 method="wB97M-V/def2-TZVPD" orbital_gap_ev=9.387 lumo_ev=0.60 e_above_lowest_kcal_mol=66.2
C 2.6299 -0.0176 -0.3666 -2.26 2.17 -0.84
C 1.5061 -1.0608 -0.3492 1.59 -0.61 3.70
N 0.5382 -0.7801 0.7710 1.52 1.22 -0.83
C -0.7781 -1.2924 0.5536 -2.61 0.83 0.31
C -1.5711 -1.2212 1.8912 2.62 2.64 -1.70
O -1.4684 -0.2410 2.5959 -0.73 -0.92 0.03
H 2.2779 0.8615 -1.0607 0.94 -1.32 1.46
H 3.5012 -0.4592 -0.7705 1.03 -0.22 -0.46
H 2.8400 0.3669 0.6573 -0.15 -0.29 -0.73
H 2.0772 -2.0201 -0.1173 -1.30 0.67 -0.39
H 0.9527 -1.1356 -1.2210 -0.66 -0.21 -2.14
H 0.5743 0.2674 0.9730 -0.63 -2.06 -0.36
H -1.4544 -0.7806 -0.2210 0.84 0.16 0.76
H -0.9402 -2.3107 0.2057 1.30 -0.47 0.12
H -2.0829 -2.1100 2.0842 -1.58 -1.47 1.07
H -0.6580 2.3597 -2.1108 -3.51 0.25 2.02
H 0.1813 1.4773 -2.9181 0.18 -0.19 -0.20
O 0.1432 2.3478 -2.5225 3.34 -0.10 -1.75
H -2.5514 1.7274 1.4437 -0.21 0.45 -2.42
H -3.2619 2.0947 0.0290 -1.99 0.30 -0.27
O -2.4556 1.9267 0.4531 2.27 -0.82 2.63

***

(5)
12
Properties=species:S:1:pos:R:3:forces:R:3 method="wB97M-V/def2-TZVPD" orbital_gap_ev=8.563 lumo_ev=0.80 e_above_lowest_kcal_mol=15.3
N -0.7010 0.8360 -2.1054 -2.50 1.03 2.09
N -0.6183 1.1418 -0.7726 0.03 0.68 -0.66
N 0.5068 -3.0089 0.3081 1.94 1.50 -1.73
N 0.5117 1.7387 1.5504 1.27 -2.44 -1.20
N 0.0079 -2.0147 0.8197 -0.83 0.16 0.66
P 0.6406 0.8104 0.0777 0.52 0.95 1.27
H -1.3834 1.4131 -2.5531 0.20 -0.25 -0.54
H -0.0117 0.3415 -2.5549 1.73 -0.92 -1.32
H 1.2965 -2.5266 -0.3013 -1.09 -1.66 0.99
H -0.0809 2.4634 1.8190 -1.43 1.32 -0.26
H 0.6280 1.1142 2.3262 0.29 -0.16 0.47
H -0.7962 -2.3090 1.3862 -0.14 -0.20 0.25

***

(6)
49
Properties=species:S:1:pos:R:3:forces:R:3 method="wB97M-V/def2-TZVPD" charge=+2 orbital_gap_ev=3.315 lumo_ev=-11.54
Hf 15.5568 -29.7284 32.7230 7.34 6.79 5.01
F 17.6151 -30.0671 33.7577 -5.18 0.02 -3.11
C 17.7760 -25.8963 34.5037 -0.08 -1.44 0.63
C 17.3290 -26.3914 33.1415 0.79 0.94 -0.51
O 16.4162 -27.4115 33.1072 -2.78 -4.36 -0.89
H 16.9479 -25.6363 35.1631 -0.11 0.46 -0.26
H 18.5031 -25.0899 34.4085 -0.19 0.00 -0.03
H 18.2440 -26.7449 35.0025 0.45 0.08 0.12
H 18.2147 -26.7189 32.5971 0.63 -0.31 0.02
H 16.9991 -25.5520 32.5295 -0.53 0.07 -0.21
O 18.3529 -29.3008 36.8851 -0.92 -0.41 -0.29
H 18.6684 -28.3977 36.9189 0.60 0.45 -0.20
H 17.7955 -29.3893 37.6582 0.07 -0.16 0.50
O 14.1907 -24.6287 35.0410 -0.14 -0.51 -0.23
H 15.1095 -24.7002 34.7823 0.21 0.32 -0.06
H 14.2170 -24.5162 35.9912 -0.09 0.21 0.31
O 16.8109 -22.2642 34.0247 -0.65 -0.18 -0.10
H 16.9190 -22.8106 33.2463 0.06 0.11 -0.20
H 17.6477 -22.3330 34.4844 0.42 -0.11 -0.05
O 21.2927 -26.8513 32.7435 -0.20 -0.49 0.50
H 20.8198 -26.9718 31.9201 0.08 0.23 -0.58
H 21.3619 -25.9019 32.8439 0.19 0.49 0.17
O 15.4767 -28.8436 35.4510 -1.10 -0.70 -1.64
H 15.8516 -29.3124 36.1967 0.54 -0.65 0.22
H 15.7977 -27.9468 35.5453 0.23 0.50 -0.34
O 20.5437 -28.8739 34.7081 -0.60 -0.39 0.33
H 21.2975 -28.4048 35.0660 0.25 0.12 -0.07
H 20.3359 -28.4107 33.8967 0.40 0.32 -0.20
O 21.2388 -23.8233 33.7635 0.18 -0.42 -0.17
H 20.5371 -23.4981 33.1996 -0.13 0.35 -0.14
H 20.8572 -23.8309 34.6413 -0.03 -0.11 0.11
O 17.8733 -24.6570 29.7334 -0.52 -0.04 0.41
H 17.4982 -23.9602 30.2719 -0.10 0.41 0.03
H 18.1355 -24.2197 28.9234 0.21 0.10 -0.45
O 19.1686 -22.3654 35.4327 0.02 -0.30 -0.04
H 18.6843 -21.7566 35.9904 -0.09 0.35 0.37
H 20.0225 -22.4518 35.8566 0.28 0.22 0.13
O 14.5158 -28.2096 31.1150 0.48 -2.02 1.16
H 14.9455 -27.4621 30.6992 0.78 0.60 0.09
H 13.5921 -28.1154 30.8821 -0.87 -0.12 -0.11
O 19.6159 -26.8341 37.5392 -0.37 0.06 -0.17
H 19.5415 -27.2062 38.4180 0.10 -0.07 0.39
H 20.3530 -26.2263 37.5976 0.26 0.11 -0.07
O 19.6789 -26.4263 30.4139 0.61 -0.77 0.40
H 19.0857 -27.1570 30.5886 -0.10 -0.26 -0.25
H 19.1237 -25.6484 30.4675 -0.30 0.51 -0.34
O 14.6056 -24.5943 31.6308 -0.19 -0.50 0.08
H 15.4723 -24.3964 31.9857 0.07 0.22 0.18
H 14.7775 -24.9294 30.7507 0.04 0.29 -0.47

***

Here are the calculated energy numbers, same order: -11903.1999, -18139.2832, -157153.6635, -11989.6003, -16833.2508, -35243.2884 (eV).